1.
68
Properties=species:S:1:pos:R:3:mulliken_charge:R:1 method="wB97M-V/def2-TZVPD" multiplicity=4 e_above_lowest_kj_mol=0.00 s2=3.8059 charge=+2 energy_ha=-4202.89276
Cr 0.144 1.033 -0.523 -0.5908
F -4.058 -2.015 0.955 -0.3542
C -3.438 -1.338 -0.022 0.2771
C -2.213 -0.753 0.249 -0.4025
C -1.538 -0.079 -0.759 0.7034
C -2.145 0.065 -2.020 -0.0721
C -3.380 -0.547 -2.236 0.5984
F -3.977 -0.453 -3.432 -0.3200
C -4.042 -1.261 -1.260 -0.9319
C -1.401 0.857 -3.020 0.5895
C -1.787 1.112 -4.333 -1.1319
C -0.923 1.781 -5.178 -0.4028
C 0.337 2.151 -4.725 -1.1211
C 0.641 1.913 -3.406 -0.1876
N -0.217 1.329 -2.556 0.8396
H -1.810 -0.824 1.253 0.6148
H -4.997 -1.726 -1.460 0.5447
H -2.747 0.780 -4.688 0.6089
H -1.223 1.998 -6.195 0.4635
H 1.063 2.615 -5.377 0.4498
H 1.605 2.192 -3.002 0.4281
Cl 1.901 -0.450 -1.181 -0.2385
C 3.060 -0.171 0.134 0.8956
C 4.399 -0.339 -0.152 -0.7806
C 5.314 -0.112 0.866 -0.5493
C 4.868 0.254 2.126 -0.6948
C 3.512 0.413 2.375 0.2274
Cl 3.010 0.860 3.963 -0.1563
C 2.549 0.221 1.374 -0.1253
S 0.828 0.439 1.671 -0.3003
H 4.720 -0.638 -1.140 0.5167
H 6.372 -0.214 0.673 0.4362
H 5.571 0.421 2.930 0.4806
N -1.239 2.432 0.213 -0.2959
C -0.544 3.634 0.749 -0.7374
C 0.520 4.017 -0.248 -0.5429
N 1.469 2.879 -0.357 -0.3745
H -1.890 2.711 -0.519 0.2686
H -1.809 2.004 0.939 0.3349
H -0.091 3.349 1.698 0.3490
H -1.234 4.459 0.927 0.4489
H 1.006 4.948 0.045 0.4993
H 0.073 4.168 -1.233 0.3058
H 2.018 2.826 0.499 0.2617
H 2.128 3.084 -1.103 0.2588
C 1.157 -4.607 3.870 -0.7685
N 1.918 -4.836 2.551 0.0575
C 1.227 -5.985 1.794 -0.7568
N -0.152 -5.719 1.618 0.1795
C -0.812 -5.494 2.902 -0.8999
N -0.215 -4.368 3.618 0.1814
C -0.468 -3.080 2.960 -1.1083
P 0.242 -2.967 1.239 1.0950
C 1.938 -3.578 1.730 -1.2116
C -0.405 -4.624 0.672 -1.2844
H 1.627 -3.759 4.366 0.4022
H 1.295 -5.512 4.461 0.3546
H 2.875 -5.118 2.768 0.3378
H 1.383 -6.881 2.396 0.3594
H 1.738 -6.085 0.837 0.3848
H -0.720 -6.393 3.513 0.2993
H -1.867 -5.292 2.732 0.3890
H -0.054 -2.274 3.570 0.4953
H -1.548 -2.926 2.903 0.4827
H 2.428 -2.800 2.319 0.5678
H 2.539 -3.759 0.838 0.4893
H 0.022 -4.875 -0.300 0.4554
H -1.484 -4.529 0.535 0.4080


2.
64
Properties=species:S:1:pos:R:3:mulliken_charge:R:1 method="wB97M-V/def2-TZVPD" e_above_lowest_kj_mol=61.31 energy_ha=-2676.53899
Hf -0.266 0.210 0.440 -0.7921
C -3.549 -5.202 0.452 -1.0815
N -2.994 -4.035 1.107 -0.1748
C -2.177 -3.154 0.526 0.8396
N -1.882 -3.328 -0.760 -0.0071
S -1.560 -1.889 1.491 -0.5652
H -4.180 -5.730 1.161 0.3451
H -2.763 -5.887 0.125 0.3299
H -4.165 -4.919 -0.404 0.3413
H -3.210 -3.851 2.072 0.2584
H -2.118 -4.190 -1.224 0.3110
H -1.088 -2.827 -1.136 -0.3217
C 0.399 5.158 -2.178 -0.6814
C -0.851 5.333 -1.605 -0.5932
C -1.417 4.359 -0.795 -0.7745
C -0.741 3.159 -0.538 1.1278
C 0.543 3.011 -1.095 -0.8925
C 1.098 3.990 -1.900 -0.6126
N -1.218 2.125 0.253 0.0852
C -2.574 1.954 0.556 0.1561
C -2.900 1.313 1.762 -0.1812
C -4.216 0.976 2.052 -0.7682
C -5.235 1.297 1.172 -0.5714
C -4.922 1.939 -0.024 -0.7360
C -3.613 2.254 -0.340 -0.2825
H 0.831 5.921 -2.812 0.3913
H -1.403 6.248 -1.783 0.3828
H -2.382 4.539 -0.342 0.5390
H 1.140 2.129 -0.867 0.4964
H 2.091 3.840 -2.306 0.4073
H -2.105 1.087 2.467 0.6416
H -4.438 0.472 2.984 0.4431
H -6.263 1.056 1.408 0.3944
H -5.711 2.181 -0.726 0.3743
H -3.384 2.709 -1.295 0.5614
C 1.250 1.961 3.992 -0.9197
O 0.942 1.688 2.643 -0.2633
C 0.730 0.348 2.251 1.4918
C 1.288 -0.689 3.188 -1.4628
H 0.440 1.658 4.668 0.2954
H 1.375 3.040 4.070 0.2546
H 2.175 1.479 4.318 0.3142
H 0.837 -0.634 4.185 0.3646
H 2.378 -0.613 3.314 0.3732
H 1.064 -1.687 2.811 0.3959
Cl -1.765 -0.246 -2.063 -0.0577
C -0.924 0.746 -3.301 0.4909
Cl -2.015 1.172 -4.608 -0.1717
H -0.107 0.150 -3.687 0.2918
H -0.575 1.643 -2.804 -0.3886
F 1.192 -6.126 -0.747 -0.3805
C 1.308 -4.775 -0.798 0.5910
C 0.955 -4.116 -1.955 -0.6247
C 1.043 -2.728 -1.983 -0.5351
C 1.506 -1.984 -0.884 0.0082
C 1.564 -0.502 -0.925 -1.4288
C 1.891 -2.714 0.250 -0.0533
C 1.785 -4.095 0.305 -0.8392
H 0.626 -4.683 -2.817 0.4586
H 0.788 -2.206 -2.900 0.1674
H 1.572 -0.175 -1.971 0.5412
H 2.489 -0.149 -0.465 0.5884
H 2.284 -2.177 1.104 0.6529
H 2.078 -4.647 1.189 0.4551